161
Properties=species:S:1:pos:R:3 method="wB97M-V/def2-TZVPD" charge=0 homo_lumo_gap_ha=0.12407 de_lowest_ev=8.284 lumo_ev=-1.5537
O -5.4551 -7.7571 -2.1354
O 10.9730 -4.5107 4.1040
O 9.3752 -3.4404 -2.6227
O 2.2346 6.4276 5.0176
O -7.8120 3.4608 -5.2922
O -8.0525 3.1217 2.5309
O -5.5911 9.4078 -4.4333
O -0.4460 -1.8402 -1.5931
O 5.4554 -8.9818 -0.2320
O -4.4677 6.2667 -8.8738
O -1.5652 -4.9008 1.1558
O 2.7058 5.2663 -8.5653
O -0.8897 -1.6355 8.6766
O 9.5785 2.8489 2.2210
O 2.3021 -5.1030 -7.7022
O -5.1805 -5.2787 4.0488
O 3.5271 -4.8037 5.4361
O -3.3715 6.9934 1.3498
N 1.7335 -5.7589 6.3216
N 1.5934 7.8193 6.4394
N 9.3195 -4.3738 5.6313
N -5.1828 -6.2606 -3.7746
N 8.0990 -1.5989 -2.5448
N -7.9790 4.2349 -3.1752
N -4.9642 9.1064 -2.3656
N 2.6613 3.5084 -7.1933
N -0.5605 0.1227 7.3440
N -3.5914 6.3946 3.4480
N -2.4069 5.6435 -9.2474
N -6.3788 -8.0138 -3.9917
N -9.3115 2.4777 4.3245
N -0.3441 -0.8102 -0.6343
N 7.3844 -7.6654 -0.4959
N -5.0927 7.4992 2.6612
N 8.9301 -3.8038 3.4837
N -2.5943 -0.6269 7.6180
N 9.8532 3.9133 0.2805
N 2.2905 -3.7949 -5.8118
N 8.0203 2.8120 0.5711
N 2.8167 -6.8865 4.9444
N -7.2256 2.3796 -3.4542
N 4.1914 3.6163 -8.6735
N -7.0722 -6.2561 4.7659
N -5.3026 -6.0534 6.0184
N 0.9212 -5.4488 -5.9849
N -4.2466 7.7507 -3.8484
N 10.1349 -1.3948 -2.0784
N -3.4857 4.5705 -7.7770
N 5.8530 -7.6934 -1.9753
N -7.2805 2.1510 4.3984
N 1.5279 5.7430 7.0440
C -5.0052 8.7863 -3.6288
C 1.9256 -1.4873 0.0603
C -4.0406 6.9170 2.3649
C 1.8874 -4.7782 -6.5978
C 2.7345 -5.7081 5.5125
C 9.7976 -4.2693 4.4151
C -3.5450 5.5340 -8.6871
C 0.8354 0.3855 1.0552
C 6.2316 -8.2191 -0.8740
C 9.2183 3.1386 1.1022
C -5.6405 -7.3695 -3.2159
C -1.5741 0.7269 0.6768
C -0.2861 1.4359 0.9886
C 9.1988 -2.2401 -2.4164
C -1.2977 -0.7635 7.9607
C -7.7271 3.3526 -4.0986
C -1.6897 0.9643 -1.7854
C 1.7012 0.4583 -1.4122
C -5.8727 -5.7555 4.9039
C 1.7454 6.6286 6.0902
C -3.0091 -0.7017 -0.6754
C 0.9949 -0.3365 -0.2521
C -8.1706 2.6163 3.6602
C 3.1672 4.1921 -8.1903
C -1.6228 0.0058 -0.6261
H -2.5860 4.1669 -7.5585
H 1.2739 0.2046 -2.3823
H -2.5222 -4.8261 1.1683
H -2.8832 5.6763 3.3968
H 1.2754 7.9256 7.3921
H 9.3549 4.4692 -0.3998
H -4.2526 8.6987 -1.7761
H -7.6108 -6.6168 5.5404
H 8.3868 -4.0197 5.7888
H 1.9032 -3.9043 -4.8854
H 3.1565 2.6779 -6.9014
H -5.7679 -6.6623 6.6764
H 7.5914 2.0992 1.1439
H -3.2388 -1.1824 -1.6263
H -4.3974 7.2741 -4.7261
H 0.0699 2.1447 0.2408
H -6.3402 2.3647 4.0977
H -5.4580 7.5549 3.6012
H 7.9345 -3.7056 3.6226
H 2.7815 0.3140 -1.3996
H -6.8362 -8.8719 -3.7188
H -1.0465 0.7383 6.7075
H -1.3533 -5.8095 0.9303
H 7.7479 -7.0105 -1.1734
H -1.8678 0.1081 1.5247
H -4.3125 4.3393 -7.2450
H -6.8655 1.5933 -3.9758
H -5.6154 -5.7073 -4.5004
H -2.3823 1.8019 -1.7022
H 2.3108 8.3656 5.9844
H -3.4813 7.5120 -3.2341
H -1.1829 -4.3588 0.4617
H -4.3732 -5.7024 6.2004
H -4.2133 6.4635 4.2408
H -3.0947 -1.5749 -0.0287
H -5.5470 9.8529 -2.0146
H 4.4497 2.7050 -8.3230
H 0.6274 -5.0801 -5.0917
H -6.4637 -7.6182 -4.9171
H -9.2548 2.0104 5.2181
H 0.7548 -0.2566 1.9323
H -5.5820 8.0386 1.9614
H -1.9291 0.3583 -2.6592
H 11.1221 -1.6069 -2.0556
H 2.1967 4.0546 -6.4820
H 8.0668 -0.6334 -2.2498
H 9.9690 -4.6177 6.3652
H -10.1835 2.6799 3.8568
H -1.5650 5.1988 -8.9104
H 1.5270 -2.1120 0.8597
H 4.8942 -7.7188 -2.2918
H -7.1836 2.4805 -2.4502
H 0.4414 0.1522 7.4678
H -2.9191 0.3102 7.4271
H 2.9374 -1.1356 0.2618
H -3.1245 -1.1736 8.2814
H 7.7481 3.0820 -0.3633
H -7.8704 3.9676 -2.2072
H 1.5762 1.5316 -1.2690
H 1.6892 1.0405 1.2288
H -2.4121 1.4081 0.8247
H -0.7633 1.5042 -1.9815
H 7.7576 -8.2229 0.2591
H 2.1554 -2.1101 -0.8042
H 1.1543 -6.5862 6.3307
H -7.3584 1.6574 5.2761
H -0.2320 1.8553 1.9932
H -4.4477 -5.7812 -3.2747
H 9.9019 -0.4388 -1.8507
H 1.2205 6.0164 7.9665
H 0.3163 -6.1178 -6.4396
H 10.7669 4.2106 0.5917
H 2.1514 -7.6316 5.0937
H -3.8880 -0.1414 -0.3564
H 2.8378 -3.0770 -6.2647
H 6.2748 -6.8368 -2.3043
H 1.4810 -4.9481 6.8683
H 4.7106 3.9246 -9.4831
H 7.2817 -2.0835 -2.8872
H 9.3032 -3.7253 2.5485
H 1.9203 4.8539 6.7691
H -2.4553 6.1688 -10.1087
H 3.5318 -7.0047 4.2410
H -8.0625 5.1703 -3.5469
H -7.2162 -6.4729 3.7900